1.
{
  "formula": "C14H18ClN4O3",
  "method": "ωB97M-V/def2-TZVPD",
  "charge": 1,
  "energy_ev": -39426.1169,
  "gap_ha": 0.298,
  "homo_ev": -11.759,
  "lumo_energy_ev": -3.6,
  "species": ["C", "C", "C", "C", "C", "C", "C", "N", "C", "N", "N", "C", "N", "Cl", "C", "H", "H", "H", "H", "H", "H", "H", "H", "H", "H", "H", "H", "C", "C", "C", "O", "C", "O", "O", "H", "H", "H", "H", "H", "H"],
  "positions_angstrom": [[-1.8247, -1.7448, 2.2151], [-2.6281, -1.8021, 0.8549], [-3.8831, -2.5483, 0.7120], [-4.5658, -2.5409, -0.5995], [-3.9858, -1.8055, -1.7348], [-2.7257, -1.0511, -1.6168], [-2.1027, -0.2729, -2.8513], [-0.7842, 0.2184, -2.4050], [0.4727, -0.3555, -2.4266], [0.6485, -1.5806, -2.9362], [1.4494, 0.4758, -1.8499], [0.7020, 1.5800, -1.4628], [-0.6125, 1.4150, -1.7982], [-1.7490, 2.6122, -1.4071], [-2.0562, -1.0730, -0.2994], [-2.3577, -2.2510, 3.0523], [-1.6470, -0.6461, 2.4048], [-0.8102, -2.1752, 1.9939], [-4.2983, -3.1113, 1.5854], [-5.5223, -3.1027, -0.6941], [-4.5589, -1.8755, -2.6958], [-2.7899, 0.5644, -3.1278], [-2.0051, -0.9626, -3.7326], [1.4205, -2.1894, -2.6641], [-0.0697, -1.9328, -3.5661], [1.2119, 2.4312, -0.9551], [-1.0881, -0.5389, -0.1078], [5.0830, 1.2703, 2.3776], [3.6646, 1.3896, 1.8423], [3.3391, 2.7357, 1.2552], [1.9239, 2.8202, 1.4484], [1.6360, 2.0564, 2.5466], [0.5921, 2.0696, 3.1153], [2.7010, 1.2904, 2.8988], [5.7232, 2.0782, 2.0175], [5.1039, 1.2610, 3.4674], [5.5352, 0.3380, 2.0348], [3.4584, 0.5852, 1.1293], [3.5903, 2.7993, 0.1958], [3.8095, 3.5694, 1.7835]],
  "forces_ev_per_a": [[-0.10, 0.70, -1.78], [-0.68, -0.14, -1.14], [1.04, 1.36, -2.08], [2.29, 1.21, 0.73], [0.37, -0.31, 1.51], [-0.87, -1.48, 2.08], [-1.08, -1.22, 1.51], [0.99, -0.32, -1.01], [0.28, 1.24, 0.81], [-0.16, 0.02, -0.21], [-3.85, 0.57, -0.24], [1.05, -2.69, -1.02], [2.26, 2.33, 1.45], [-0.13, -0.82, -0.47], [-1.87, -0.98, -0.33], [0.58, 0.45, -0.71], [-0.28, -1.20, 0.27], [-0.97, 0.12, 0.59], [0.40, 0.64, -1.01], [0.94, 0.60, -0.15], [0.79, 0.28, 0.92], [0.95, -0.46, 0.11], [0.16, 0.84, 0.79], [-0.33, 0.62, -0.25], [0.49, -0.15, 0.48], [-1.22, -0.59, -0.42], [-1.06, -0.54, -0.27], [0.27, -0.41, -0.18], [0.87, -0.11, 0.26], [0.09, 0.24, -0.37], [-0.06, -0.23, 0.09], [-0.34, -0.16, 0.53], [0.19, -0.03, -0.33], [-0.58, 0.40, -0.35], [-0.11, 0.04, 0.07], [-0.13, 0.13, -0.07], [0.00, 0.05, 0.12], [-0.10, 0.11, -0.03], [-0.14, 0.04, 0.02], [0.07, -0.15, 0.06]],
  "lowdin_charge": [-0.05, -0.22, -0.02, -0.05, -0.05, -0.17, -0.06, -0.06, -0.33, 0.21, 0.16, -0.09, -0.47, 0.85, -0.01, 0.08, 0.09, 0.08, 0.11, 0.10, 0.11, 0.13, 0.14, 0.14, 0.12, 0.14, 0.10, -0.01, -0.33, -0.11, 0.02, -0.55, 0.17, 0.09, 0.09, 0.10, 0.08, 0.15, 0.14, 0.15]
}



2.
{
  "formula": "C14H18ClRhZn",
  "method": "ωB97M-V/def2-TZVPD",
  "charge": -2,
  "energy_ev": -78750.5521,
  "relative_energy_ev": 0.1578,
  "gap_ha": [0.124, 0.175],
  "homo_ev": [1.801, -0.452],
  "multiplicity": 5,
  "lumo_energy_ev": [5.2, 4.3],
  "species": ["Rh", "Cl", "C", "C", "H", "H", "H", "H", "H", "H", "Zn", "C", "C", "H", "H", "H", "H", "H", "C", "C", "C", "C", "C", "C", "C", "C", "C", "C", "H", "H", "H", "H", "H", "H", "H"],
  "positions_angstrom": [[0.2012, -0.7633, -3.3388], [1.7663, -0.0924, -1.6849], [-0.6444, -0.4322, -5.0729], [1.6489, -0.8771, -4.7391], [-0.3753, -1.0845, -5.9212], [-1.7135, -0.5686, -4.9488], [-0.4647, 0.6073, -5.4123], [1.3982, -1.3496, -5.7000], [2.4489, -1.4764, -4.3211], [2.0266, 0.1327, -4.9433], [-0.6049, -0.4252, -0.3750], [-1.7707, 0.9602, -1.1258], [-0.0997, -2.0638, -1.4700], [-1.8991, 0.9306, -2.1982], [-2.7363, 0.8944, -0.6227], [-1.3196, 1.9011, -0.8382], [0.7335, -2.7602, -1.6323], [-0.9199, -2.6451, -1.0072], [2.3995, 0.9179, 4.0325], [2.5531, 0.7778, 2.6496], [1.4523, 0.6410, 1.8382], [0.1628, 0.4402, 2.3707], [-0.9549, 0.1142, 1.5740], [-2.2217, 0.1438, 2.1461], [-2.3876, 0.1362, 3.5839], [-1.2839, 0.4111, 4.3888], [0.0099, 0.5590, 3.8257], [1.1420, 0.8716, 4.6028], [3.2723, 1.0562, 4.6509], [3.5405, 0.8056, 2.2107], [1.5524, 0.6626, 0.7609], [-3.1381, 0.1639, 1.5429], [-3.3910, -0.0543, 4.0245], [-1.3976, 0.4565, 5.4777], [1.0144, 1.0086, 5.6719]],
  "forces_ev_per_a": [[0.48, -1.41, 0.94], [1.68, 1.60, 0.28], [-1.45, 0.54, -1.54], [0.86, -0.34, -0.30], [-0.14, 0.17, 0.28], [-0.75, 0.20, 0.13], [-0.14, -0.28, 0.06], [0.14, 0.18, 0.25], [0.41, -0.02, 0.37], [0.06, -0.03, 0.03], [1.33, -1.14, -0.43], [-0.98, 1.11, 0.41], [-1.44, -0.62, 0.06], [0.16, -0.32, -0.39], [-0.11, 0.00, -0.06], [0.10, 0.33, -0.01], [0.03, 0.51, 0.41], [-0.31, -0.62, -0.76], [0.84, -0.10, -0.90], [0.56, 0.37, 1.17], [-0.81, -0.11, -0.45], [0.80, 0.22, 0.84], [-0.12, 0.47, 0.45], [-1.61, -0.39, 1.93], [-0.48, 0.09, -2.11], [0.00, -0.58, 0.45], [-0.05, 0.31, -0.68], [-0.72, -0.23, 0.00], [0.21, 0.06, 0.16], [0.13, 0.08, -0.05], [0.17, -0.19, 0.01], [0.37, -0.22, 0.11], [0.72, 0.40, -0.41], [0.07, 0.05, -0.30], [-0.02, -0.08, 0.06]],
  "mulliken_spin": [1.36, 0.06, -0.05, -0.07, 0.00, 0.05, 0.01, 0.01, 0.00, 0.02, 0.17, 0.36, 0.61, 0.00, -0.04, -0.01, -0.02, 0.00, 0.03, 0.02, 0.19, 0.14, 0.55, 0.08, -0.01, 0.31, -0.08, 0.18, 0.02, 0.02, 0.00, 0.06, 0.01, 0.02, 0.01]
}



3.
{
  "formula": "C14H18CoF5N5O13P2",
  "method": "ωB97M-V/def2-TZVPD",
  "charge": -2,
  "energy_ev": -118677.0862,
  "relative_energy_ev": 0.6760,
  "gap_ha": [0.250, 0.251],
  "homo_ev": [-3.449, -3.460],
  "multiplicity": 2,
  "lumo_energy_ev": [3.4, 3.4],
  "species": ["Co", "O", "P", "O", "O", "O", "P", "O", "O", "O", "H", "H", "C", "N", "C", "C", "N", "N", "C", "C", "H", "H", "H", "H", "H", "H", "H", "H", "H", "H", "H", "H", "H", "F", "C", "F", "C", "F", "F", "F", "O", "C", "O", "C", "C", "C", "C", "C", "C", "N", "O", "O", "N", "O", "O", "H", "H", "H"],
  "positions_angstrom": [[2.0238, 0.4789, 0.7524], [5.3074, -0.1997, 0.9318], [4.6996, -0.2133, -0.5954], [5.7296, 0.0530, -1.6102], [3.4709, 0.6707, -0.5307], [4.2446, -1.7599, -0.6869], [3.1095, -2.4778, 0.2392], [3.8739, -2.5446, 1.6590], [2.8204, -3.8342, -0.2473], [1.9579, -1.4919, 0.3471], [5.0137, 0.6273, 1.3483], [4.4352, -1.7569, 1.7584], [-2.8538, 1.4248, -1.3286], [-1.6087, 2.1716, -1.4615], [-1.6011, 3.3685, -0.6361], [-0.4344, 1.3900, -1.4243], [0.4890, 1.5230, -0.5498], [-0.3528, 0.4456, -2.4265], [-0.8422, 0.7716, -3.7516], [0.8398, -0.3926, -2.4444], [-3.0789, 1.2207, -0.2741], [-2.7793, 0.4768, -1.8575], [-3.6777, 2.0027, -1.7572], [-2.4479, 3.9916, -0.9333], [-0.6824, 3.9281, -0.8096], [-1.6852, 3.1427, 0.4333], [0.1958, 2.1632, 0.1819], [-1.6334, 1.5131, -3.6977], [-1.2271, -0.1289, -4.2369], [-0.0343, 1.1719, -4.3795], [1.7375, 0.1877, -2.6835], [0.6932, -1.1753, -3.1895], [1.0044, -0.8645, -1.4824], [4.0163, 2.1541, 1.7886], [2.6048, 2.1521, 1.6275], [2.3591, 3.3176, 0.9133], [2.1428, 2.4965, 3.0505], [2.8105, 3.5641, 3.5731], [2.3643, 1.4739, 3.8927], [0.8491, 2.8125, 3.0981], [-1.3923, 1.3954, 1.9620], [-0.7595, 0.3415, 1.8395], [0.4753, 0.1268, 1.9746], [-1.6034, -0.8730, 1.4414], [-2.9408, -0.9108, 1.8069], [-3.7272, -1.9680, 1.3842], [-3.2456, -2.9687, 0.5611], [-1.9207, -2.8727, 0.1867], [-1.0716, -1.8701, 0.6277], [-1.4183, -3.8804, -0.7701], [-2.0394, -4.9317, -0.8528], [-0.4553, -3.5897, -1.4338], [-5.1390, -2.0232, 1.7920], [-5.5537, -1.1591, 2.5402], [-5.8259, -2.9321, 1.3582], [-3.3512, -0.1083, 2.4019], [-3.8705, -3.7764, 0.2181], [-0.0146, -1.8541, 0.3619]],
  "forces_ev_per_a": [[0.04, -0.02, 0.04], [-0.02, 0.00, -0.02], [0.03, 0.00, 0.03], [-0.01, 0.01, 0.01], [-0.01, 0.02, -0.04], [0.02, 0.03, -0.04], [0.02, -0.09, 0.03], [-0.01, -0.02, 0.00], [0.00, 0.01, 0.01], [-0.04, 0.05, 0.01], [0.00, 0.00, -0.01], [0.00, 0.00, 0.00], [-0.01, -0.01, 0.00], [0.00, 0.04, -0.02], [0.01, -0.01, 0.02], [0.00, -0.03, 0.00], [0.01, 0.01, 0.02], [-0.01, 0.00, 0.02], [0.00, 0.02, 0.00], [0.01, -0.02, -0.03], [0.00, 0.00, 0.00], [0.00, 0.00, 0.01], [0.00, 0.01, 0.00], [0.00, 0.00, 0.00], [0.00, 0.01, -0.01], [0.00, 0.00, 0.00], [-0.02, 0.00, -0.01], [0.00, -0.01, -0.01], [0.01, -0.01, 0.02], [0.00, 0.01, 0.00], [0.00, 0.00, -0.01], [0.00, 0.01, 0.00], [-0.01, 0.00, 0.02], [0.01, 0.00, 0.01], [0.00, 0.01, -0.04], [0.00, -0.02, 0.01], [0.04, 0.03, 0.03], [-0.01, -0.02, -0.02], [0.00, -0.01, 0.00], [-0.04, 0.00, 0.00], [0.01, 0.01, 0.01], [-0.03, -0.01, -0.02], [-0.01, 0.02, -0.02], [0.05, 0.00, -0.03], [-0.01, 0.00, 0.01], [-0.03, -0.01, 0.00], [0.03, 0.02, 0.01], [0.00, -0.03, -0.01], [-0.01, 0.01, 0.02], [-0.04, 0.01, -0.02], [0.02, 0.00, 0.01], [0.01, 0.00, 0.01], [-0.01, 0.00, -0.01], [0.00, 0.00, 0.00], [0.01, 0.00, 0.01], [0.00, 0.00, 0.00], [0.00, 0.00, 0.00], [-0.01, 0.00, 0.00]],
  "mulliken_spin": [1.09, 0.00, 0.00, 0.00, -0.02, 0.00, 0.00, 0.00, 0.00, -0.01, 0.00, 0.00, 0.00, 0.00, 0.00, 0.00, 0.03, 0.00, 0.00, 0.00, 0.00, 0.00, 0.00, 0.00, 0.00, 0.00, 0.00, 0.00, 0.00, 0.00, 0.00, 0.00, 0.00, 0.00, -0.03, 0.00, -0.01, 0.00, 0.00, 0.00, 0.00, -0.01, -0.01, 0.00, 0.00, 0.00, 0.00, 0.00, 0.00, 0.00, 0.00, 0.00, 0.00, 0.00, 0.00, 0.00, 0.00, 0.00]
}



4.
{
  "formula": "C14H18F5NORhS3Te",
  "method": "ωB97M-V/def2-TZVPD",
  "charge": 1,
  "energy_ev": -74737.0504,
  "relative_energy_ev": 0.0000,
  "gap_ha": 0.287,
  "homo_ev": -11.974,
  "lumo_energy_ev": -4.2,
  "species": ["Rh", "C", "C", "S", "C", "C", "S", "C", "C", "S", "H", "H", "H", "H", "H", "H", "H", "H", "H", "H", "H", "H", "C", "C", "C", "C", "C", "C", "C", "C", "N", "H", "H", "H", "H", "H", "H", "F", "Te", "F", "F", "F", "F", "O"],
  "positions_angstrom": [[-1.1322, -0.0936, -0.5063], [-1.9099, 0.4961, 2.7584], [-1.2978, -0.8806, 2.5660], [-0.0865, -1.0545, 1.2292], [1.2734, 0.0860, 1.6265], [1.0140, 1.5499, 1.3174], [0.2476, 1.7412, -0.3239], [-0.9934, 3.0361, -0.0437], [-1.9493, 2.8248, 1.1237], [-2.6304, 1.1394, 1.2081], [-1.1861, 1.2070, 3.1489], [-2.7152, 0.4196, 3.4881], [-2.0633, -1.6066, 2.2823], [-0.8299, -1.2387, 3.4843], [2.1000, -0.2944, 1.0240], [1.5384, -0.0595, 2.6747], [1.9584, 2.0934, 1.3028], [0.3686, 2.0162, 2.0545], [-1.5354, 3.0613, -0.9909], [-0.4624, 3.9850, 0.0498], [-2.7922, 3.5051, 1.0059], [-1.4896, 3.0652, 2.0809], [0.0478, -1.1222, -1.8410], [1.4904, -1.2233, -1.4916], [1.9888, -2.3599, -0.8483], [3.3122, -2.4337, -0.4494], [4.1687, -1.3618, -0.6953], [3.7028, -0.2432, -1.3853], [2.3788, -0.1844, -1.7832], [5.5339, -1.4107, -0.2466], [6.6206, -1.4280, 0.1243], [-0.4139, -2.1078, -1.9121], [-0.1007, -0.5929, -2.7843], [1.3308, -3.2009, -0.6669], [3.6894, -3.3177, 0.0471], [4.3839, 0.5654, -1.6143], [2.0289, 0.6782, -2.3368], [-2.7469, -1.8485, -3.2790], [-3.6964, -0.8409, -2.0519], [-4.6579, 0.3987, -1.0632], [-5.0633, -2.0489, -1.9447], [-4.4328, -0.0288, -3.5194], [-2.2893, 0.5638, -2.1743], [-2.7025, -1.4512, -0.6444]],
  "forces_ev_per_a": [[-0.29, 0.45, 0.46], [0.02, -0.05, -0.02], [-0.02, 0.03, -0.01], [-0.05, -0.07, 0.01], [0.03, -0.01, 0.01], [0.05, -0.06, 0.03], [-0.02, -0.16, -0.13], [0.05, 0.03, -0.01], [0.03, 0.04, 0.00], [0.08, -0.02, -0.08], [0.01, 0.02, -0.01], [-0.01, 0.00, -0.01], [0.01, -0.01, 0.01], [0.01, 0.01, 0.01], [0.01, -0.01, 0.01], [-0.02, 0.00, 0.00], [0.00, 0.00, -0.01], [-0.02, 0.00, 0.01], [0.00, -0.01, 0.00], [-0.03, 0.01, 0.02], [0.01, 0.00, -0.01], [0.00, -0.02, 0.00], [0.09, -0.18, -0.16], [-0.02, -0.02, -0.01], [-0.02, 0.02, 0.00], [0.01, 0.02, 0.01], [-0.01, -0.02, 0.02], [0.00, 0.01, -0.01], [0.03, 0.01, 0.01], [0.01, 0.02, -0.03], [-0.01, -0.01, 0.02], [-0.05, 0.04, 0.04], [-0.06, 0.08, 0.05], [-0.01, 0.01, 0.02], [0.00, 0.00, 0.00], [0.00, 0.00, 0.00], [0.02, -0.02, -0.01], [-0.04, 0.02, -0.03], [0.19, -0.11, 0.03], [0.00, -0.03, 0.03], [0.03, -0.04, -0.03], [-0.01, 0.05, 0.00], [-0.13, 0.03, -0.14], [0.15, -0.08, -0.08]],
  "lowdin_charge": [0.54, -0.45, -0.44, 0.96, -0.40, -0.40, 0.94, -0.45, -0.46, 0.95, 0.07, 0.09, 0.09, 0.10, 0.06, 0.11, 0.10, 0.06, 0.09, 0.10, 0.09, 0.08, -0.20, -0.33, -0.06, -0.01, -0.23, -0.02, -0.07, -0.17, 0.18, 0.07, 0.08, 0.12, 0.13, 0.13, 0.11, -0.33, 1.83, -0.37, -0.31, -0.31, -0.44, -0.64]
}



5.
{
  "formula": "C14H18MnN2",
  "method": "ωB97M-V/def2-TZVPD",
  "charge": -1,
  "energy_ev": -49108.5803,
  "gap_ha": [0.228, 0.245],
  "homo_ev": [-2.750, -3.215],
  "multiplicity": 5,
  "lumo_energy_ev": [3.5, 3.4],
  "species": ["C", "C", "C", "C", "C", "Mn", "C", "C", "C", "N", "H", "H", "H", "H", "H", "H", "H", "H", "H", "H", "C", "C", "C", "C", "C", "C", "N", "H", "H", "H", "H", "H", "H", "H", "H"],
  "positions_angstrom": [[-0.0632, -1.2424, -2.5074], [-1.3902, -1.2883, -1.9566], [-1.3095, -1.8737, -0.6439], [0.0697, -2.2074, -0.3937], [0.8478, -1.7940, -1.5357], [-0.1394, -0.1410, -0.7186], [-1.0804, 1.4346, -1.4525], [0.2992, 1.7534, -2.0011], [0.5789, 2.5036, -3.1284], [1.2062, 1.0915, -1.2492], [-2.1573, -2.1207, -0.0120], [-2.3038, -0.9711, -2.4501], [0.4507, -2.7432, 0.4730], [1.9214, -1.9253, -1.6633], [0.1981, -0.8839, -3.4993], [-1.8464, 1.2614, -2.2179], [2.2109, 1.2674, -1.3379], [-1.3855, 2.1124, -0.6397], [-0.2503, 2.9116, -3.6976], [1.6092, 2.6477, -3.4537], [2.5821, -0.4115, 1.4721], [1.2528, -0.1807, 2.0530], [0.9715, -0.0479, 3.4311], [-0.4114, 0.1767, 3.5519], [-0.9471, 0.1776, 2.2417], [-2.3544, 0.3889, 1.8769], [0.0767, -0.0310, 1.3392], [3.2570, 0.3988, 1.7869], [2.5831, -0.4672, 0.3772], [3.0047, -1.3445, 1.8753], [1.7221, -0.1189, 4.2108], [-0.9995, 0.3209, 4.4514], [-2.9811, -0.3925, 2.3345], [-2.6986, 1.3477, 2.2939], [-2.5239, 0.3910, 0.7899]],
  "forces_ev_per_a": [[-0.19, -2.16, -0.70], [0.70, -1.01, -0.19], [0.50, -1.90, -0.64], [-0.70, -1.55, -1.08], [-1.13, -1.23, -0.62], [0.04, 3.58, 2.35], [0.08, 0.41, -0.28], [0.72, 1.58, -1.65], [-0.67, -0.62, 0.78], [1.18, 1.01, 0.68], [0.31, 0.28, 0.00], [0.32, 0.05, 0.16], [-0.12, 0.52, -0.13], [-0.39, 0.24, 0.12], [-0.02, 0.20, 0.42], [0.18, 0.45, 0.28], [-0.76, -0.06, -0.40], [0.10, -0.21, -0.34], [0.21, 0.17, 0.02], [-0.24, -0.04, -0.03], [0.86, -0.14, -0.20], [-2.20, 0.54, 1.30], [0.44, -0.22, -1.07], [-0.72, 0.00, -0.97], [2.42, -0.26, 1.07], [-0.89, 0.13, -0.08], [0.07, 0.23, 1.54], [0.03, -0.17, -0.27], [-0.05, 0.05, 0.27], [0.06, 0.10, -0.23], [-0.15, 0.03, 0.04], [0.14, 0.00, 0.00], [-0.05, 0.13, -0.24], [-0.10, -0.14, -0.26], [0.06, 0.03, 0.34]],
  "mulliken_spin": [0.13, -0.06, 0.04, 0.08, -0.03, 3.81, -0.24, 0.00, 0.05, 0.07, 0.01, -0.01, -0.01, -0.01, 0.00, -0.01, 0.01, 0.01, 0.00, 0.00, 0.01, 0.03, 0.00, 0.01, 0.03, 0.02, 0.05, 0.00, 0.00, 0.00, 0.00, 0.00, 0.00, 0.00, 0.00]
}